No. 1
Here is a cluster of 2 separate species, C9H12N3 in total from the Open Molecules 2025 dataset. Energies are from ωB97M-V/def2-TZVPD.

Bonds (Å) are listed after each position.
CARTESIAN COORDINATES (ANGSTROEM)
1 C -0.56292 -1.55635 -2.01120  C2 1.427, C3 1.343, H13 1.142
2 C -1.72595 -2.17559 -1.46210  C1 1.427, C4 1.348, H14 1.041
3 C 0.37167 -0.92397 -1.28352  C1 1.343, C5 1.419, H15 1.032
4 C -1.84720 -2.04542 -0.12575  C2 1.348, N10 1.370, H16 1.168
5 C 0.07873 -0.58296 0.06229  C3 1.419, C9 1.386, N10 1.390
6 C -0.61025 1.93722 -0.37280  N11 1.225, N12 1.295
7 C 2.30447 0.43857 1.10637  C8 1.541, C9 1.452, H17 1.043, H18 1.068
8 C 1.23754 0.63637 2.19987  C7 1.541, C9 1.465, H19 1.122, H20 1.015
9 C 0.89359 0.22845 0.83519  C5 1.386, C7 1.452, C8 1.465
10 N -1.04254 -1.20544 0.59845  C4 1.370, C5 1.390, H21 0.955
11 N -1.69004 1.91071 0.20576  C6 1.225, H22 1.012
12 N 0.12314 2.58916 -1.21810  C6 1.295, H23 0.988, H24 0.971
13 H -0.22694 -1.83650 -3.06617  C1 1.142
14 H -2.21657 -2.90621 -2.01843  C2 1.041
15 H 1.18932 -0.51653 -1.76389  C3 1.032
16 H -2.83691 -2.31564 0.43247  C4 1.168
17 H 2.85260 1.30023 0.89222  C7 1.043
18 H 2.94286 -0.41651 1.15751  C7 1.068
19 H 1.17872 -0.06247 3.07526  C8 1.122
20 H 0.92057 1.56917 2.44497  C8 1.015
21 H -1.12074 -1.06952 1.54019  N10 0.955
22 H -1.83022 1.36505 1.04691  N11 1.012
23 H 1.04788 2.29515 -1.40184  N12 0.988
24 H -0.40051 2.81889 -2.00328  N12 0.971

Output
Relative energy (zero: lowest compared OMol25 entry of this formula, charge and spin): 101.74 kcal per mole
Electronic energy: -514.0140 a.u.
Spin multiplicity: 1
Charge: +1


No. 2
Here is a cluster of 2 separate species, C9H12N3 in total from the Open Molecules 2025 dataset. Energies are from ωB97M-V/def2-TZVPD.

Bonds (Å) are listed after each position.
CARTESIAN COORDINATES (ANGSTROEM)
1 C -1.27868 1.24235 -0.93552  N2 1.456, H10 1.102, H11 1.097, H12 1.097
2 N -0.09030 0.60965 -0.38126  C1 1.456, C3 1.382, C9 1.478
3 C -0.22435 -0.67655 0.10718  N2 1.382, C4 1.420, C8 1.416
4 C -1.46205 -1.08258 0.67267  C3 1.420, C5 1.397, H13 1.097
5 C -1.60204 -2.36963 1.19628  C4 1.397, C6 1.414, H14 1.093
6 C -0.51908 -3.27804 1.15969  C5 1.414, C7 1.405, H15 1.090
7 C 0.69725 -2.88239 0.57840  C6 1.405, C8 1.393, H16 1.093
8 C 0.85854 -1.58845 0.08894  C3 1.416, C7 1.393, H17 1.091
9 C 1.17003 1.07834 -0.99584  N2 1.478, H18 1.095, H19 1.115, C20 1.445
10 H -2.01312 0.48806 -1.25976  C1 1.102
11 H -1.78501 1.88738 -0.20692  C1 1.097
12 H -1.00501 1.84716 -1.80893  C1 1.097
13 H -2.30655 -0.38205 0.69181  C4 1.097
14 H -2.55322 -2.66322 1.64778  C5 1.093
15 H -0.63526 -4.28467 1.56047  C6 1.090
16 H 1.53349 -3.58193 0.49904  C7 1.093
17 H 1.80857 -1.29181 -0.35771  C8 1.091
18 H 2.00253 0.43120 -0.70072  C9 1.095
19 H 1.01115 1.05434 -2.09952  C9 1.115
20 C 1.54680 2.42702 -0.63768  C9 1.445, H23 1.093, H24 1.084
21 N 0.53064 3.14467 1.04982  N22 1.121
22 N 0.61736 4.11645 1.60165  N21 1.121
23 H 1.18101 3.21394 -1.30252  C20 1.093
24 H 2.51728 2.54077 -0.16734  C20 1.084

Output
Relative energy (zero: lowest compared OMol25 entry of this formula, charge and spin): 79.44 kcal per mole
Electronic energy: -514.0495 a.u.
Spin multiplicity: 1
Charge: +1


No. 3
Here is the molecule C9H12N4O2 from the Open Molecules 2025 dataset. Energies are from ωB97M-V/def2-TZVPD.

Bonds (Å) are listed after each position.
CARTESIAN COORDINATES (ANGSTROEM)
1 C -0.58937 0.55371 4.09088  N2 1.476, H16 1.087, H17 1.078, H18 1.073
2 N 0.46578 -0.14178 3.32841  C1 1.476, C3 1.465, N4 1.373
3 C 1.70495 -0.47612 4.03401  N2 1.465, H19 1.090, H20 1.082, H21 1.095
4 N 0.56193 0.03650 1.97091  N2 1.373, N5 1.272
5 N -0.13901 -0.65980 1.16911  N4 1.272, O6 1.235, C7 1.422
6 O -0.81491 -1.60592 1.58413  N5 1.235
7 C -0.15305 -0.33045 -0.21454  N5 1.422, C8 1.399, C15 1.436
8 C -0.95033 -1.02891 -1.12753  C7 1.399, C9 1.388, H22 1.075
9 C -0.97004 -0.67709 -2.47046  C8 1.388, C10 1.388, H23 1.090
10 C -0.19865 0.37027 -2.95583  C9 1.388, C11 1.477, C14 1.417
11 C -0.18673 0.65615 -4.40446  C10 1.477, N12 1.383, O13 1.206
12 N -0.96892 -0.06134 -5.29054  C11 1.383, H24 1.020, H25 1.011
13 O 0.52239 1.48081 -4.92643  C11 1.206
14 C 0.70808 1.03437 -2.09312  C10 1.417, C15 1.410, H26 1.092
15 C 0.73443 0.67370 -0.72977  C7 1.436, C14 1.410, H27 1.109
16 H -0.66378 0.09276 5.07246  C1 1.087
17 H -1.51561 0.46056 3.54673  C1 1.078
18 H -0.35626 1.59456 4.20665  C1 1.073
19 H 2.35484 0.39251 3.93051  C3 1.090
20 H 1.51534 -0.71274 5.07293  C3 1.082
21 H 2.20439 -1.35549 3.61481  C3 1.095
22 H -1.63240 -1.76637 -0.74555  C8 1.075
23 H -1.64724 -1.25894 -3.09637  C9 1.090
24 H -1.00456 0.32422 -6.23373  N12 1.020
25 H -1.72691 -0.60647 -4.90173  N12 1.011
26 H 1.34763 1.84740 -2.44345  C14 1.092
27 H 1.39798 1.16387 0.01201  C15 1.109

Output
Relative energy (zero: lowest compared OMol25 entry of this formula, charge and spin): 75.04 kcal per mole
SMILES: CN(C)/N=[N+](\[O-])c1ccc(C(N)=O)cc1
Electronic energy: -719.5211 a.u.
Spin multiplicity: 1


No. 4
Here is the ion C9H12NO2S with charge +1 from the Open Molecules 2025 dataset. Energies are from ωB97M-V/def2-TZVPD.

Bonds (Å) are listed after each position.
CARTESIAN COORDINATES (ANGSTROEM)
1 C 0.26609 2.48084 -2.99058  C2 1.471, C3 1.350, H14 1.019
2 C -0.19713 1.13158 -2.63255  C1 1.471, C4 1.401, H15 1.077
3 C 0.92917 2.92999 -1.90421  C1 1.350, O12 1.345, H16 1.079
4 C 0.32132 0.94169 -1.34511  C2 1.401, C5 1.602, O12 1.358
5 C 0.43636 -0.38297 -0.45120  C4 1.602, C8 1.607, C9 1.571, O11 1.408
6 C -1.92999 -1.45041 2.38678  C7 1.540, N10 1.467, H17 1.154, H18 1.124
7 C -1.09225 -0.58984 3.35082  C6 1.540, S13 1.817, H19 1.106, H20 1.040
8 C -0.31042 -0.63340 0.94937  C5 1.607, N10 1.300, S13 1.674
9 C 1.95985 -0.70533 -0.24235  C5 1.571, H21 1.138, H22 1.112, H23 1.074
10 N -1.31922 -1.44629 1.05332  C6 1.467, C8 1.300, H25 0.970
11 O -0.07499 -1.39173 -1.29021  C5 1.408, H24 0.998
12 O 0.96689 2.04696 -0.89059  C3 1.345, C4 1.358
13 S 0.30257 0.02300 2.36148  C7 1.817, C8 1.674
14 H 0.20647 2.96332 -3.88585  C1 1.019
15 H -0.55757 0.43660 -3.37257  C2 1.077
16 H 1.75689 3.61982 -1.85609  C3 1.079
17 H -1.88392 -2.50630 2.85072  C6 1.154
18 H -2.99830 -1.10981 2.30866  C6 1.124
19 H -1.59561 0.29600 3.78211  C7 1.106
20 H -0.74505 -1.12165 4.17387  C7 1.040
21 H 2.02474 -1.80654 0.03593  C9 1.138
22 H 2.44109 -0.14433 0.58805  C9 1.112
23 H 2.51191 -0.49925 -1.14078  C9 1.074
24 H 0.36429 -1.19439 -2.16431  O11 0.998
25 H -1.78320 -1.88760 0.32527  N10 0.970

Output
Relative energy (zero: lowest compared OMol25 entry of this formula, charge and spin): 0.00 kcal per mole
Electronic energy: -953.2631 a.u.
Spin multiplicity: 1
Charge: +1


No. 5
Here is a cluster of 2 separate species, C9H12NO2S in total from the Open Molecules 2025 dataset. Energies are from ωB97M-V/def2-TZVPD.

Bonds (Å) are listed after each position.
CARTESIAN COORDINATES (ANGSTROEM)
1 C 2.66569 0.07429 2.51183  C2 1.456, C3 1.399, H14 1.102
2 C 2.30062 -0.43444 1.19743  C1 1.456, C4 1.377, H15 1.103
3 C 1.43990 0.53103 3.00761  C1 1.399, O12 1.346, H16 1.103
4 C 0.93414 -0.31315 1.07640  C2 1.377, C8 1.409, O12 1.379
5 C -0.31465 1.92487 -0.69279  C9 1.474, O11 1.189
6 C -2.12289 -1.40001 -0.62050  C7 1.485, N10 1.515, H17 1.157, H18 1.127
7 C -1.17886 -2.36693 -1.23728  C6 1.485, S13 1.862, H19 1.131, H20 1.055
8 C 0.03819 -0.47767 0.00091  C4 1.409, N10 1.427, S13 1.811
9 C 0.92155 2.54917 -1.19747  C5 1.474, H21 1.225, H22 1.134, H23 1.085
10 N -1.34047 -0.55385 0.36301  C6 1.515, C8 1.427, H24 1.084, H25 0.939
11 O -1.40162 2.07965 -0.23518  C5 1.189
12 O 0.40529 0.34320 2.16760  C3 1.346, C4 1.379
13 S 0.40780 -1.42778 -1.49576  C7 1.862, C8 1.811
14 H 3.68347 0.34725 2.83317  C1 1.102
15 H 3.08715 -0.90019 0.57932  C2 1.103
16 H 1.34285 1.34529 3.74572  C3 1.103
17 H -2.52985 -0.63407 -1.38554  C6 1.157
18 H -2.88794 -2.01963 -0.07150  C6 1.127
19 H -0.82083 -3.16784 -0.52278  C7 1.131
20 H -1.56298 -2.71997 -2.15450  C7 1.055
21 H 1.33229 3.21849 -0.25731  C9 1.225
22 H 0.68741 3.37507 -1.93791  C9 1.134
23 H 1.54420 1.78235 -1.64557  C9 1.085
24 H -1.73774 0.43483 0.16240  N10 1.084
25 H -1.38573 -0.93591 1.21953  N10 0.939

Output
Relative energy (zero: lowest compared OMol25 entry of this formula, charge and spin): 61.44 kcal per mole
Electronic energy: -953.1652 a.u.
Spin multiplicity: 1
Charge: +1


No. 6
Here is the ion C9H12NO3 with charge -1 from the Open Molecules 2025 dataset. Energies are from ωB97M-V/def2-TZVPD.

Bonds (Å) are listed after each position.
CARTESIAN COORDINATES (ANGSTROEM)
1 C 0.56104 -0.14812 0.09448  C2 1.345, C3 1.571, C9 1.504
2 C 1.07873 1.05884 -0.19413  C1 1.345, C5 1.562, O13 1.372
3 C 1.64419 -1.28387 0.15967  C1 1.571, N10 1.362, O11 1.200
4 C 3.32994 0.31471 0.00058  N10 1.290, O12 1.211, O13 1.405
5 C 0.32822 2.39269 -0.50713  C2 1.562, H14 1.071, H15 1.064, H16 1.099
6 C -1.31309 -1.15284 -1.26729  C9 1.535, H17 1.126, H18 1.095, H19 1.126
7 C -1.92940 0.64729 0.45629  C9 1.645, H20 1.097, H21 1.029, H22 1.125
8 C -1.05273 -1.65119 1.14865  C9 1.529, H23 1.088, H24 1.111, H25 0.998
9 C -0.88349 -0.56627 0.08412  C1 1.504, C6 1.535, C7 1.645, C8 1.529
10 N 2.94321 -0.88837 0.26084  C3 1.362, C4 1.290
11 O 1.44091 -2.46364 0.07315  C3 1.200
12 O 4.50044 0.62120 -0.04196  C4 1.211
13 O 2.41770 1.35207 -0.25408  C2 1.372, C4 1.405
14 H -0.01399 2.46814 -1.51964  C5 1.071
15 H 0.99037 3.21207 -0.65549  C5 1.064
16 H -0.31719 2.67332 0.33661  C5 1.099
17 H -2.43252 -1.19710 -1.15599  C6 1.126
18 H -0.89332 -0.34828 -1.88054  C6 1.095
19 H -0.74858 -2.11940 -1.38696  C6 1.126
20 H -2.93217 0.28769 0.71914  C7 1.097
21 H -2.07204 1.42130 -0.20650  C7 1.029
22 H -1.36047 1.09807 1.31533  C7 1.125
23 H -2.05737 -2.04163 1.29945  C8 1.088
24 H -0.81938 -1.30026 2.17710  C8 1.111
25 H -0.40901 -2.38639 0.94430  C8 0.998

Output
Electronic energy: -630.4901 a.u.
Spin multiplicity: 3
Charge: -1